{
  "formula": "C34H52N3O3SV",
  "method": "ωB97M-V with the def2-TZVPD basis set",
  "symbols": ["V", "C", "C", "C", "C", "C", "C", "C", "C", "C", "C", "C", "C", "C", "C", "C", "C", "C", "H", "H", "H", "H", "H", "H", "H", "H", "H", "H", "H", "H", "H", "H", "H", "H", "H", "H", "H", "H", "H", "H", "H", "H", "H", "H", "H", "H", "H", "C", "C", "C", "C", "N", "C", "C", "C", "C", "C", "C", "N", "H", "H", "H", "H", "H", "H", "H", "H", "O", "C", "O", "C", "N", "C", "C", "C", "H", "H", "H", "H", "H", "H", "H", "H", "H", "C", "S", "C", "O", "H", "H", "H", "H", "H", "H"],
  "xyz": [[0.285, -0.678, 0.516], [-1.892, 0.503, 0.941], [-1.204, 1.262, -0.071], [-1.759, 0.831, -1.326], [-2.751, -0.130, -1.029], [-2.895, -0.290, 0.356], [-4.165, -0.765, 1.052], [-4.729, -2.072, 0.478], [-5.228, 0.323, 0.792], [-3.996, -0.862, 2.571], [-1.551, 1.337, -2.761], [-2.246, 0.416, -3.783], [-0.060, 1.440, -3.160], [-2.234, 2.704, -2.951], [-0.606, 2.606, 0.395], [0.307, 3.330, -0.599], [0.178, 2.434, 1.713], [-1.779, 3.562, 0.697], [-1.858, 0.745, 1.995], [-3.370, -0.621, -1.767], [-4.831, -2.005, -0.607], [-5.723, -2.261, 0.891], [-4.118, -2.948, 0.703], [-5.458, 0.390, -0.273], [-4.858, 1.298, 1.117], [-6.151, 0.100, 1.336], [-3.140, -1.464, 2.869], [-4.891, -1.301, 3.022], [-3.866, 0.131, 3.005], [-1.893, -0.613, -3.729], [-2.050, 0.792, -4.790], [-3.327, 0.412, -3.644], [0.551, 0.722, -2.609], [0.346, 2.431, -2.963], [0.069, 1.252, -4.229], [-3.300, 2.620, -2.729], [-2.126, 3.040, -3.986], [-1.822, 3.475, -2.306], [1.029, 2.662, -1.051], [0.840, 4.135, -0.085], [-0.258, 3.795, -1.403], [0.985, 1.699, 1.627], [-0.470, 2.144, 2.539], [0.637, 3.386, 1.994], [-2.390, 3.721, -0.192], [-1.407, 4.534, 1.038], [-2.423, 3.147, 1.474], [4.224, -1.366, 2.545], [3.831, -1.945, 3.740], [2.510, -2.320, 3.896], [1.603, -2.067, 2.875], [1.970, -1.436, 1.747], [3.261, -1.132, 1.584], [0.232, -2.622, 2.866], [-0.233, -3.498, 3.835], [-1.425, -4.171, 3.615], [-2.113, -3.953, 2.437], [-1.622, -3.005, 1.557], [-0.492, -2.339, 1.772], [5.256, -1.101, 2.358], [4.548, -2.132, 4.528], [2.198, -2.815, 4.803], [3.529, -0.703, 0.633], [0.333, -3.693, 4.733], [-1.797, -4.871, 4.352], [-3.036, -4.471, 2.214], [-2.152, -2.725, 0.658], [3.188, 0.231, -2.025], [2.802, 0.960, -1.013], [1.836, 0.670, -0.339], [3.701, 2.168, -0.724], [4.836, 2.162, -1.667], [6.100, 2.024, -0.906], [5.658, 1.390, 0.408], [4.324, 2.084, 0.676], [3.070, 3.049, -0.826], [4.839, 2.975, -2.266], [3.982, 0.734, -2.350], [6.559, 2.998, -0.722], [6.811, 1.411, -1.458], [6.386, 1.537, 1.203], [5.519, 0.314, 0.272], [4.494, 3.092, 1.056], [3.677, 1.568, 1.385], [-0.735, -3.639, -2.499], [-0.037, -1.998, -2.412], [1.290, -2.210, -3.586], [0.683, -1.970, -1.071], [0.035, -4.372, -2.259], [-1.140, -3.802, -3.499], [-1.544, -3.673, -1.771], [0.865, -2.352, -4.580], [1.900, -3.063, -3.291], [1.875, -1.293, -3.556]],
  "charge": 1,
  "lumo_energy_ev": [-2.96, -3.08],
  "multiplicity": 4,
  "s2": 3.76,
  "homo_lumo_gap_ev": [5.562, 5.818]
}